C30H56N2O21 | ωB97M-V with the def2-TZVPD basis set

Computed properties:
- HOMO level (eV) = -9.72
- frontier orbital gap (eV) = 10.0
- structure (SMILES) = C[C@H]1COC(=O)O1.COC(=O)OC.COC(=O)OC.COC(=O)OC.COC(=O)OC.COC(=O)OC.COC(=O)OC.CCCC#N.CCCC#N
- ΔE to the lowest compared entry with this formula, charge and spin (kJ/mol) = 16.8
- LUMO level (eV) = 0.27
- M (g mol⁻¹) = 780.77

Positions of all 109 atoms, in Å:
C (-0.93402, 3.59091, 0.52034)
C (0.07998, 4.19191, 1.45734)
C (0.32798, 3.39691, 2.73134)
O (1.73198, 3.10891, 2.66034)
C (2.21098, 3.45491, 1.49734)
O (3.37098, 3.28491, 1.17334)
O (1.32998, 4.16191, 0.81234)
H (-0.88102, 3.94991, -0.53166)
H (-1.94402, 3.77391, 0.76234)
H (-0.87302, 2.51991, 0.56734)
H (-0.20302, 5.19991, 1.71634)
H (-0.13402, 2.41791, 2.78834)
H (0.03298, 3.94491, 3.67834)
C (-4.00602, 3.48591, -1.45266)
O (-3.99902, 2.07391, -1.86266)
C (-3.98702, 1.19791, -0.89266)
O (-3.72302, 1.46291, 0.48234)
O (-4.09402, -0.05209, -1.29566)
C (-4.43602, -1.02409, -0.36566)
H (-4.21602, 4.24391, -2.22766)
H (-3.04402, 3.75891, -1.05466)
H (-4.80102, 3.78091, -0.73266)
H (-4.66302, -1.98809, -0.81366)
H (-5.17602, -0.65409, 0.33634)
H (-3.53202, -1.25509, 0.22334)
C (1.63398, -7.44709, 0.24434)
O (1.01898, -6.23109, -0.18766)
C (1.75298, -5.34609, -0.91366)
O (3.15098, -5.65009, -1.22566)
O (1.17298, -4.28109, -1.27766)
C (2.02998, -3.37909, -1.80366)
H (2.32198, -7.94309, -0.41666)
H (0.82098, -8.10809, 0.60434)
H (2.19398, -7.19609, 1.15834)
H (2.58498, -3.88609, -2.54566)
H (2.71698, -2.94809, -1.09166)
H (1.52398, -2.67809, -2.43566)
C (3.40598, 0.34391, -4.33666)
O (4.24398, -0.74109, -4.56666)
C (4.55798, -1.51609, -3.54866)
O (4.31098, -1.20809, -2.23066)
O (5.29298, -2.60509, -3.88966)
C (5.77298, -3.50709, -2.82066)
H (2.93698, 0.75591, -5.20666)
H (3.95898, 1.14191, -3.90766)
H (2.74398, 0.14091, -3.53566)
H (5.01398, -3.69909, -2.06966)
H (6.62598, -3.13209, -2.31066)
H (5.99098, -4.49609, -3.22466)
C (0.15898, 2.07991, -3.36766)
O (-0.25702, 1.60591, -2.09966)
C (-0.31702, 0.20791, -1.89566)
O (0.26198, -0.71009, -2.88266)
O (-0.84502, -0.16409, -0.73466)
C (-0.87402, -1.50709, -0.39166)
H (1.25098, 2.16091, -3.26466)
H (-0.06502, 3.09591, -3.60866)
H (-0.14002, 1.46191, -4.16366)
H (-1.29502, -1.71609, 0.54334)
H (0.21298, -1.86009, -0.38866)
H (-1.41602, -2.06109, -1.13766)
C (-5.70402, -3.11409, 2.28234)
O (-4.80502, -3.85009, 1.45334)
C (-3.50202, -3.97709, 1.71934)
O (-2.98602, -3.64309, 2.94834)
O (-2.71902, -4.48609, 0.76534)
C (-1.36502, -4.84909, 0.96034)
H (-6.64902, -2.87509, 1.74534)
H (-5.27202, -2.06409, 2.53134)
H (-6.06302, -3.56609, 3.20434)
H (-0.80802, -4.86709, 0.00434)
H (-1.26402, -5.90209, 1.34634)
H (-0.87902, -4.13709, 1.65634)
C (1.36198, -1.52209, 3.94634)
O (1.18198, -0.50109, 2.94734)
C (1.68798, -0.68909, 1.69034)
O (2.12098, -1.92109, 1.27234)
O (1.76098, 0.35391, 0.97734)
C (2.62598, 0.30191, -0.20166)
H (0.36298, -1.80209, 4.23934)
H (1.86998, -1.12109, 4.85434)
H (1.95298, -2.33909, 3.60734)
H (2.21698, -0.56309, -0.87066)
H (3.67598, 0.16091, 0.14534)
H (2.43098, 1.22591, -0.81266)
C (1.38498, 6.68291, -0.95766)
C (1.76998, 6.20891, -2.31966)
C (2.37598, 4.83691, -2.36966)
C (2.68998, 4.37391, -3.71266)
N (2.88898, 3.97591, -4.78066)
H (1.43198, 7.73791, -0.83866)
H (2.03598, 6.26791, -0.22566)
H (0.36798, 6.34891, -0.65866)
H (2.42798, 6.97491, -2.71766)
H (0.93998, 6.19991, -3.04766)
H (1.51898, 4.17591, -2.04266)
H (3.18998, 4.78091, -1.64366)
C (-2.11702, -0.13509, 2.93234)
C (-3.43702, 0.30891, 3.55134)
C (-3.27602, 0.79091, 4.99534)
C (-2.24902, 1.80991, 5.15734)
N (-1.40702, 2.55691, 5.29034)
H (-1.78002, -1.09509, 3.40334)
H (-1.31602, 0.56691, 3.00034)
H (-2.29102, -0.27909, 1.86334)
H (-4.18802, -0.49109, 3.42634)
H (-3.85602, 1.17291, 3.05434)
H (-3.00102, -0.09909, 5.56934)
H (-4.23102, 1.06991, 5.41234)

Atomic partial charges in e from the Löwdin method, atoms 1 to 8: -0.01, -0.30, -0.07, 0.10, -0.61, 0.12, 0.07, 0.09

***

C4H7FI2 | ωB97M-V with the def2-TZVPD basis set

Computed properties:
- HOMO level (spin up / spin down) (eV) = -7.77 / -8.94
- frontier orbital gap (spin up / spin down) (eV) = 6.0 / 8.6
- ΔE to the lowest compared entry with this formula, charge and spin (kJ/mol) = 398.3
- LUMO level (spin up / spin down) (eV) = -1.78 / -0.37
- M (g mol⁻¹) = 327.91

Positions of all 14 atoms, in Å:
C (-0.01392, -1.68923, 0.79942)
C (0.71341, -0.87526, -0.30658)
C (1.49446, 0.21214, 0.25227)
C (-1.03340, 2.01912, -0.57742)
F (-0.68857, 3.15592, -1.27625)
I (-1.78774, 0.58522, -2.00776)
I (-2.43391, 2.29539, 1.00548)
H (-0.52743, -0.90409, 1.40825)
H (0.66687, -2.04174, 1.47934)
H (-0.67680, -2.48854, 0.42057)
H (0.00666, -0.27699, -0.95958)
H (1.21084, -1.51981, -1.05281)
H (2.21472, 0.89830, -0.19411)
H (0.85481, 0.62956, 1.00919)

Atomic partial charges in e from the Löwdin method, atoms 1 to 8: -0.09, -0.41, 0.01, -1.15, -0.19, 0.84, 0.71, 0.07

***

C4H4N2 | ωB97M-V with the def2-TZVPD basis set

Computed properties:
- HOMO level (eV) = -9.37
- frontier orbital gap (eV) = 9.8
- structure (SMILES) = c1ccnnc1
- ΔE to the lowest compared entry with this formula, charge and spin (kJ/mol) = 118.8
- LUMO level (eV) = 0.39
- M (g mol⁻¹) = 80.09

Positions of all 10 atoms, in Å:
C (0.67087, 0.82253, 0.00116)
C (1.32659, -0.40595, -0.13932)
N (0.68630, -1.57595, -0.09297)
N (-0.60949, -1.59887, 0.18916)
C (-1.30576, -0.46046, 0.16375)
C (-0.70920, 0.78810, -0.04582)
H (1.17722, 1.77072, 0.17557)
H (2.39814, -0.47243, -0.34189)
H (-2.37442, -0.56707, 0.36405)
H (-1.26025, 1.69939, -0.27369)

Atomic partial charges in e from the Löwdin method, atoms 1 to 8: -0.07, -0.14, 0.00, 0.00, -0.14, -0.07, 0.11, 0.11